Record 1
Density functional theory data (ωB97M-V/def2-TZVPD) for the ion C8H13NP with charge +1 at a distorted geometry.

Output
- Total charge: +1
- ΔE to the lowest compared entry with this formula, charge and spin: 0.281 eV
- E_HOMO: -13.59 eV
- Frontier orbital gap: 9.41 eV
- Structure (SMILES): CP[n+]1c(C)cccc1C
- LUMO: -4.2 eV

Cartesian coordinates (Å):
C1 -1.92787 1.49290 0.09834
H1 0.51171 -2.21797 1.61436
C2 -0.42486 -2.34694 1.02660
H2 -1.23106 -2.65485 1.63232
C3 1.91978 0.51046 -1.15386
C4 -2.68550 0.41843 -0.39610
P1 1.56988 -0.16414 0.70201
C5 -2.15516 -0.81426 -0.38002
H3 2.46449 1.39477 -0.88054
N1 -0.17903 -0.00041 0.56685
C6 -0.96040 -1.08057 0.42879
H4 0.90093 2.13375 1.73443
H5 1.05936 0.80023 -1.60766
H6 1.16924 2.34913 0.13856
C7 0.40091 2.38996 0.81347
H7 -0.42090 -3.18979 0.29911
H8 -3.46825 0.60097 -0.99246
H9 -2.53985 -1.69827 -0.76866
H10 1.72352 -1.51767 0.18263
H11 -2.30215 2.51142 0.12935
C8 -0.60685 1.32603 0.47384
H12 0.09341 3.38978 1.10022
H13 2.46689 -0.22096 -1.81654

Mulliken atomic charge list, values in e, 6 entries:
1 C -0.530
2 H 0.527
3 C -1.460
4 H 0.415
5 C -1.056
6 C -0.486



Record 2
Density functional theory data (ωB97M-V/def2-TZVPD) for a structure of composition C17H18BN7O2PdS2 at a distorted geometry.

Output
- ΔE to the lowest compared entry with this formula, charge and spin: 1.013 eV
- E_HOMO (spin up / spin down): -8.56 / -8.56 eV
- Frontier orbital gap (spin up / spin down): 7.50 / 5.36 eV
- 2S+1: 3
- <S²>: 2.026
- LUMO (spin up / spin down): -1.1 / -3.2 eV

Cartesian coordinates (Å):
C1 0.75681 2.85313 -3.70767
N1 0.62778 1.67704 -3.06122
C2 -1.83582 0.07549 4.09313
H1 -1.11280 0.42198 2.05456
C3 -3.51213 -0.71857 -3.11722
C4 0.43876 0.61864 3.49532
N2 1.18337 -0.66475 -3.18547
O1 2.64574 1.94607 5.86009
C5 1.63242 1.03576 2.74774
H2 -2.23535 -0.14681 6.22108
H3 2.88146 -2.17237 -0.90817
H4 -1.29112 -3.61379 2.24137
H5 0.68131 2.84623 -4.79391
N3 2.75617 0.96187 3.45745
C6 -2.50937 -0.38032 -4.05262
C7 -2.90580 -0.51178 -1.84740
C8 -2.08687 -3.35363 1.52412
H6 -3.31499 -0.64914 -0.85463
H7 -2.43601 -4.26264 1.01241
N4 1.76374 -0.67471 -1.90869
C9 -1.47537 0.03149 5.45469
C10 -0.13652 0.22747 5.84001
C11 1.78764 -1.60401 -3.94821
C12 0.78702 0.46335 4.83660
N5 -1.67069 -0.08267 -2.01466
H8 -1.73704 -2.62211 0.77472
N6 -1.37858 -0.03315 -3.36452
S1 1.63136 1.88005 1.29141
B1 0.14962 0.35299 -3.70329
H9 -2.91747 -2.94748 2.05001
C13 2.48636 -1.81514 -1.83842
H10 -4.50755 -1.04742 -3.28446
H11 -2.56770 -0.39829 -5.12178
O2 3.18149 -0.44824 5.57920
C14 2.58857 -2.39406 -3.12039
H12 1.09495 4.92149 -2.97257
H13 -2.86717 -0.14054 3.79973
Pd1 2.51432 0.87693 -0.66417
C15 0.98405 3.85963 -2.77763
S2 2.52657 0.73802 5.08314
H14 3.20218 -3.22422 -3.42534
N7 0.98845 1.86345 -1.72882
H15 1.66467 -1.60058 -5.02698
H16 0.19114 0.19928 6.88213
H17 1.01103 3.63478 -0.54816
H18 0.17736 0.43030 -4.90266
C16 1.04415 3.20900 -1.53447
C17 -0.88013 0.38198 3.11462

Mulliken atomic charge list, values in e, 6 entries:
1 C -0.079
2 N -0.060
3 C -0.704
4 H 0.606
5 C -0.909
6 C 0.655



Record 3
Density functional theory data (ωB97M-V/def2-TZVPD) for a structure of composition C26H14Br2Cl2CrN2O10 at a distorted geometry.

Output
- Total charge: -2
- ΔE to the lowest compared entry with this formula, charge and spin: 0.000 eV
- E_HOMO (spin up / spin down): -0.38 / -2.55 eV
- Frontier orbital gap (spin up / spin down): 4.10 / 6.27 eV
- 2S+1: 5
- <S²>: 6.058
- LUMO (spin up / spin down): 3.7 / 3.7 eV

Cartesian coordinates (Å):
C1 0.15877 2.19940 -2.15159
Cl1 -1.34805 3.16446 -5.75415
O1 -0.68382 2.92938 4.04559
H1 0.92552 2.66690 -4.11916
C2 -2.21634 1.78304 2.66608
C3 0.01845 2.53963 -3.54025
C4 -0.67943 -3.12736 -2.69769
H2 -5.34421 3.11150 2.59187
O2 3.59793 -2.69091 4.47507
C5 -1.06232 1.87599 -1.38639
C6 0.39515 -2.46051 -2.06375
C7 1.10809 -1.59309 2.75484
C8 2.42370 -0.80634 2.46687
H3 -1.70144 -2.84960 -2.40066
H4 -3.98198 -0.75540 1.27781
H5 -3.37535 2.64976 -3.82722
C9 -0.40162 -4.09811 -3.65261
C10 -2.46459 0.53115 2.09291
C11 3.77323 -0.83015 2.92544
C12 4.39947 -1.78780 3.92437
O3 1.02402 -0.61997 -0.69942
H6 3.49195 1.61472 0.78315
C13 -4.77595 1.16845 1.86060
Br1 -6.51729 0.76657 1.28758
C14 1.96149 -3.75092 -3.34855
Cl2 -3.75457 1.84862 -1.15832
C15 -2.38971 2.50953 -3.36634
C16 -0.77976 2.19989 3.05805
N1 2.28753 0.18326 1.58901
O4 0.21288 1.79165 2.35618
C17 -3.76769 0.22099 1.70071
H7 2.33554 2.43910 -2.06654
O5 0.17277 -1.08234 2.04978
O6 5.58413 -1.63741 4.16010
H8 2.54509 -2.22819 -1.93742
H9 2.64153 -2.62226 4.10368
C18 -1.22197 2.69088 -4.11512
H10 -1.64240 -0.17943 1.94682
C19 -2.30203 2.09382 -2.04150
H11 1.12932 -5.15366 -4.74612
C20 -4.53828 2.40282 2.45131
Br2 3.72233 -4.19324 -3.82080
H12 -2.99368 3.67458 3.33939
N2 3.47626 0.82069 1.43409
H13 5.44950 0.51538 2.23790
C21 0.91897 -4.40816 -3.98739
C22 -3.24890 2.71139 2.87835
O7 1.16476 -2.54613 3.56192
Cr1 0.50182 0.63908 0.76835
C23 4.39417 0.22988 2.21856
C24 1.72221 -2.76647 -2.40936
O8 -1.05988 1.41482 -0.18647
O9 -1.10516 -1.37989 -0.57729
C25 0.04597 -1.40653 -1.00312
C26 1.41686 2.19309 -1.51290
H14 -1.22062 -4.60466 -4.17846
O10 1.57763 1.99812 -0.25782

Mulliken atomic charge list, values in e, 6 entries:
1 C 1.120
2 Cl -0.301
3 O -0.756
4 H 0.333
5 C 0.687
6 C -1.157



Record 4
Density functional theory data (ωB97M-V/def2-TZVPD) for a structure of composition C32H43N2O4P2W at a distorted geometry.

Output
- Total charge: +1
- ΔE to the lowest compared entry with this formula, charge and spin: 5.182 eV
- E_HOMO (spin up / spin down): -8.89 / -8.89 eV
- Frontier orbital gap (spin up / spin down): 3.89 / 3.30 eV
- 2S+1: 3
- <S²>: 2.101
- LUMO (spin up / spin down): -5.0 / -5.6 eV

Cartesian coordinates (Å):
H1 -6.92381 -0.28887 -3.34198
H2 2.15415 -4.75823 -0.83251
C1 3.71923 2.84680 1.44574
H3 -1.32639 1.02886 -4.50022
H4 -0.74277 5.68614 -0.81894
H5 0.44820 1.99891 1.41781
H6 0.46736 1.11571 3.02069
H7 -3.16555 1.88338 -0.11581
C2 3.62296 0.48692 0.95084
H8 6.36175 -3.70620 -0.49736
H9 -4.82104 4.06522 -3.00818
O1 0.28702 -3.09688 -0.05626
C3 -2.76834 -1.83824 1.33748
H10 4.16263 3.32687 3.50800
C4 -4.30550 -3.57572 0.74813
H11 -5.40934 2.95938 -3.60745
N1 -2.95941 -1.25201 0.13278
C5 3.58628 -1.74061 -0.20786
H12 4.71989 -1.83913 2.26905
C6 0.57719 4.36312 -1.90029
H13 -4.83702 -4.48626 1.02925
C7 -3.38727 -3.04689 1.65053
C8 -0.53570 4.65567 -1.10737
H14 2.96958 -1.77777 2.53971
C9 2.59271 -2.70586 -0.48565
P1 -1.83352 -0.51455 -2.61930
O2 -7.81073 -0.02919 -3.04914
H15 2.20950 -0.30142 -0.41662
C10 -3.58530 -1.96899 -0.89073
H16 0.83327 0.25320 1.45976
H17 -3.57432 1.30865 2.77214
H18 -1.21707 -2.34943 -3.90418
H19 3.32541 2.01298 -0.51893
H20 1.75281 2.82179 -2.86532
H21 -1.81734 -1.26787 3.22568
H22 3.52386 0.46596 5.15958
C11 4.00864 2.53786 2.77665
H23 3.63936 3.88695 1.11899
C12 0.87573 3.05151 -2.26541
H24 0.29297 0.96559 -2.08443
H25 4.60172 1.89061 5.17800
H26 -2.30766 3.82172 -0.12383
C13 4.39388 0.93741 4.67358
C14 0.06046 2.00431 -1.84362
H27 -3.14280 -3.50773 2.59734
H28 0.26766 -1.48883 -3.42687
H29 4.07391 -1.32812 3.84342
H30 -2.46747 -0.21849 -4.95120
C15 3.92123 -1.26428 2.75998
C16 -2.18508 0.44735 -4.11933
W1 -2.14225 0.56748 -0.54978
H31 -0.63471 -2.47279 -2.26661
C17 -2.51118 1.55381 2.91897
H32 -2.35820 2.62916 2.72105
C18 4.94570 -2.10361 -0.21186
O3 -5.29692 3.91350 -3.83502
C19 -1.39651 3.63524 -0.69371
C20 0.23233 1.04469 1.93888
C21 -0.72797 -1.79602 -3.10889
C22 -1.69162 -1.18800 2.14441
C23 -4.49701 -2.97342 -0.47582
H33 -2.99796 1.18087 -3.98165
C24 2.95518 -4.03555 -0.68493
C25 3.91670 0.16563 2.30709
H34 -3.51000 1.20989 0.45826
N2 3.14106 -0.45690 0.05691
C26 -3.30937 -1.49601 -2.18883
C27 4.30829 -4.40132 -0.68317
C28 -1.06125 2.31932 -1.05734
H35 4.58136 -5.44311 -0.86536
P2 -1.52360 0.56065 1.75590
H36 5.68712 -1.31873 -0.01803
H37 -0.73612 -1.65480 1.87266
H38 5.26540 0.27447 4.80645
C29 3.55101 1.82869 0.53555
C30 4.09756 1.21283 3.21624
H39 -7.78721 0.11489 -2.07758
H40 1.23381 5.16969 -2.23568
H41 -5.22355 -3.36165 -1.20415
H42 -2.18137 1.27630 3.93372
O4 0.90604 -1.04212 -0.73785
C31 1.15249 -2.27816 -0.40529
C32 5.30190 -3.42890 -0.47133
H43 -4.01513 -1.67736 -2.96953

Mulliken atomic charge list, values in e, 6 entries:
1 H 0.297
2 H 0.459
3 C -0.972
4 H 0.335
5 H 0.430
6 H 0.307



Record 5
Density functional theory data (ωB97M-V/def2-TZVPD) for an isolated molecule of C26H31N3O5.

Output
- ΔE to the lowest compared entry with this formula, charge and spin: 2.182 eV
- E_HOMO: -8.71 eV
- Frontier orbital gap: 8.18 eV
- Structure (SMILES): CCCOc1ccc(/C(O)=C2/C(=O)C(=O)N(CCCN3CCOCC3)[C@@H]2c2ccncc2)cc1
- LUMO: -0.5 eV

Cartesian coordinates (Å):
H1 -0.09528 1.74068 2.11842
C1 -1.09291 2.81102 -0.59218
H2 3.51800 1.70216 2.49713
H3 0.92502 0.55332 -1.33028
H4 2.03605 1.11238 3.29496
C2 0.10539 -1.41737 -1.10698
C3 2.95846 -0.31333 1.96009
H5 -1.22585 -2.76462 1.50036
O1 3.93083 -3.89619 -1.63618
H6 -4.30110 -4.42973 2.03139
C4 -0.50023 -0.73897 1.43640
N1 -0.48107 -2.32217 -0.34436
H7 -5.16357 -3.06504 2.74353
H8 -0.31235 4.27149 -1.52163
H9 -3.66383 -2.31758 0.87931
H10 3.56136 0.50554 0.06252
H11 2.04601 -0.88746 1.80155
C5 3.78973 -0.36933 0.67540
H12 -5.87309 -1.11151 1.25641
H13 3.71722 -0.55855 -1.93616
H14 5.14848 -1.47462 -1.39405
C6 3.58498 -2.68425 -2.26224
C7 3.37269 -3.95312 -0.34519
H15 3.50236 -0.76277 2.79207
C8 -3.86980 0.62063 -1.76684
H16 4.94730 -2.84433 0.63549
H17 -0.76208 -0.51461 2.46004
C9 -2.23227 1.89489 -0.54496
C10 0.43624 -0.14527 -0.66989
N2 3.45423 -1.53880 -0.11791
C11 -5.04795 -3.66346 1.84209
H18 4.06970 -2.69357 -3.24010
H19 2.49383 -2.63519 -2.39117
H20 0.31202 -1.72566 -2.12281
C12 0.05013 2.67090 0.15699
H21 -2.28929 1.63860 1.58204
H22 -2.52394 2.00951 -2.66265
H23 -4.05807 -0.01546 1.55945
C13 -3.72046 0.39704 0.62204
C14 -2.86028 1.55082 -1.74612
C15 0.41786 1.60175 1.15383
O2 -5.29211 -0.89839 -0.72678
C16 3.85015 -2.78519 0.51717
H24 4.86585 -0.33145 0.91666
H25 -4.49132 -3.40853 -0.22496
C17 2.60125 1.12210 2.35536
O3 -1.17516 3.76781 -1.50302
C18 -0.76405 -1.98933 0.90221
C19 -5.66740 -1.71698 0.36502
C20 0.11560 0.21343 0.63240
C21 2.35280 2.88584 0.67778
C22 -4.62349 -2.79374 0.66682
N3 1.83818 1.82858 1.35718
O4 1.27554 4.39867 -0.93006
H26 3.38612 -2.85325 1.50154
C23 -4.30312 0.00919 -0.58455
H27 -6.60374 -2.18288 0.04640
O5 3.49847 3.27057 0.73921
H28 -5.99636 -4.15264 1.63318
C24 4.04499 -1.47721 -1.44486
H29 2.27425 -3.92210 -0.41014
H30 -4.34577 0.33469 -2.69101
C25 -2.69955 1.32539 0.63554
C26 1.21174 3.46130 -0.13759
H31 3.68845 -4.90561 0.08375

Mulliken atomic charge list, values in e, 6 entries:
1 H 0.404
2 C 0.378
3 H 0.480
4 H 0.570
5 H 0.377
6 C -1.286



What is the ΔE to the lowest compared entry with this formula, charge and spin in the third record?
0.000 eV



Which of these has the lowest ΔE to the lowest compared entry with this formula, charge and spin?
C26H14Br2Cl2CrN2O10